Record 1
The following is a DFT calculation (ωB97M-V/def2-TZVPD) of a cluster of 9 separate species, C12H41O11 in total.

Properties
- Net charge: -1
- Highest occupied orbital energy: -1.3 eV
- Electronic energy: -35622.740 eV

Each line ends with the Mulliken charge.
Element x y z (Å)
O (2.62, 4.72, 2.69)  -0.57
C (3.08, 3.43, 2.20)  -0.93
C (2.57, 2.28, 3.02)  0.08
C (1.49, 1.41, 2.32)  -0.89
C (0.35, 2.23, 1.80)  0.01
O (-0.86, 2.25, 2.64)  -0.27
O (-0.60, 3.14, 3.72)  -0.37
H (1.78, 4.91, 2.26)  0.34
H (2.71, 3.33, 1.19)  0.45
H (4.15, 3.50, 2.19)  0.31
H (3.41, 1.63, 3.23)  0.36
H (2.26, 2.65, 4.00)  0.06
H (1.03, 0.82, 3.10)  0.07
H (0.62, 3.27, 1.61)  0.00
H (0.01, 1.82, 0.87)  0.11
H (-1.11, 3.91, 3.48)  0.26
C (-2.60, -0.07, 0.50)  -0.51
O (-1.27, -0.44, 0.20)  -0.24
H (-2.58, 0.85, 1.08)  0.15
H (-3.16, 0.11, -0.42)  0.22
H (-3.10, -0.85, 1.09)  0.25
H (-1.31, -1.25, -0.32)  0.18
C (-2.30, -0.53, -3.58)  -0.12
O (-2.54, -1.57, -2.63)  -0.51
H (-1.30, -0.15, -3.42)  -0.08
H (-2.37, -0.92, -4.60)  0.32
H (-3.01, 0.29, -3.45)  0.12
H (-3.43, -1.90, -2.76)  0.26
C (1.05, 0.93, 6.40)  -0.47
O (0.36, 0.16, 5.43)  -0.52
H (1.49, 0.24, 7.11)  0.28
H (1.85, 1.52, 5.93)  0.19
H (0.37, 1.61, 6.93)  0.21
H (-0.02, 0.78, 4.79)  0.31
C (1.03, -0.08, -5.90)  -0.43
O (-0.18, 0.64, -5.67)  -0.47
H (0.85, -0.82, -6.68)  0.24
H (1.83, 0.59, -6.22)  0.25
H (1.33, -0.59, -4.98)  0.14
H (-0.01, 1.27, -4.97)  0.26
C (-3.96, 3.41, -3.59)  -0.55
O (-2.62, 2.96, -3.42)  -0.44
H (-4.57, 2.54, -3.77)  0.19
H (-4.32, 3.91, -2.68)  0.28
H (-4.04, 4.09, -4.44)  0.27
H (-2.07, 3.73, -3.25)  0.26
C (2.03, -0.90, -1.76)  0.09
O (2.75, -1.07, -3.00)  -0.52
H (1.00, -0.64, -2.01)  -0.16
H (2.03, -1.82, -1.19)  0.00
H (2.46, -0.10, -1.17)  0.29
H (3.66, -1.30, -2.76)  0.27
C (1.65, -4.82, -0.83)  -0.55
O (1.88, -3.85, 0.17)  -0.49
H (2.56, -4.94, -1.41)  0.27
H (1.40, -5.78, -0.37)  0.24
H (0.84, -4.50, -1.49)  0.23
H (1.07, -3.75, 0.68)  0.28
C (-0.86, -5.58, 2.27)  -0.64
O (-1.21, -4.45, 1.47)  -0.42
H (-0.16, -5.25, 3.03)  0.25
H (-1.74, -6.00, 2.75)  0.30
H (-0.38, -6.35, 1.65)  0.25
H (-1.83, -4.75, 0.80)  0.27

Record 2
The following is a DFT calculation (ωB97M-V/def2-TZVPD) of the molecule C3H3FS2.

Properties
- Highest occupied orbital energy (alpha / beta): -8.0 / -8.5 eV
- Energy relative to the best compared isomer or geometry (same formula, charge and spin): 325.1 kJ/mol
- Electronic energy: -27543.131 eV

Each line ends with the Mulliken charge.
Element x y z (Å)
C (0.65, 0.48, 0.31)  -0.23
C (0.27, 1.66, -0.03)  0.19
C (0.24, -0.92, -0.20)  -0.51
F (0.23, 2.93, -0.16)  -0.19
S (-2.69, -0.37, -0.34)  -0.18
S (-1.36, -1.52, 0.43)  0.06
H (1.42, 0.31, 1.11)  0.21
H (0.26, -0.99, -1.34)  0.33
H (0.98, -1.58, 0.21)  0.32

Record 3
The following is a DFT calculation (ωB97M-V/def2-TZVPD) of the molecule CH5O3P.

Properties
- SMILES: COP(O)O
- Highest occupied orbital energy: -9.4 eV
- Energy relative to the best compared isomer or geometry (same formula, charge and spin): 26.2 kJ/mol
- Electronic energy: -16549.973 eV

Each line ends with the Mulliken charge.
Element x y z (Å)
C (0.35, -0.75, -1.38)  -0.76
O (-0.52, -0.48, -0.29)  -0.14
P (-0.52, 0.93, 0.47)  0.27
O (-1.79, 0.67, 1.34)  -0.37
O (0.85, 0.71, 1.67)  -0.59
H (0.27, -0.06, -2.19)  0.35
H (0.12, -1.68, -1.79)  0.29
H (1.45, -0.69, -1.32)  0.31
H (-1.86, 0.08, 2.06)  0.31
H (1.65, 1.26, 1.42)  0.32

Record 4
The following is a DFT calculation (ωB97M-V/def2-TZVPD) of a cluster of 4 separate species, C4H14O4 in total.

Properties
- Net charge: +1
- Highest occupied orbital energy (alpha / beta): -14.9 / -14.8 eV
- Energy relative to the best compared isomer or geometry (same formula, charge and spin): 55.9 kJ/mol
- Electronic energy: -12555.157 eV
- Multiplicity: 2

Each line ends with the Mulliken spin population.
Element x y z (Å)
C (-2.18, -2.08, -0.66)  0.03
C (-0.88, 1.63, -0.94)  0.03
O (0.52, 1.67, -0.72)  0.11
C (-1.27, 0.31, -0.40)  0.24
C (-1.99, -0.68, -1.00)  0.39
H (-1.60, -2.79, -1.24)  0.06
H (-1.67, -2.41, 0.26)  0.02
H (-3.24, -2.27, -0.65)  0.02
H (-1.40, 2.48, -0.49)  0.03
H (-0.92, 1.71, -2.02)  0.01
H (0.78, 1.86, 0.22)  -0.01
H (-0.93, 0.10, 0.64)  0.06
H (-2.63, -0.24, -1.77)  0.02
H (2.31, -0.47, -1.47)  0.00
H (1.17, -1.39, -1.20)  0.00
O (2.09, -1.26, -0.96)  0.00
H (1.92, -1.25, 1.05)  0.00
H (2.44, -0.88, 2.54)  0.00
O (1.71, -0.92, 1.93)  0.00
H (1.10, 0.63, 1.89)  0.00
H (0.12, 1.49, 2.65)  0.00
O (0.79, 1.58, 1.97)  0.00

Record 5
The following is a DFT calculation (ωB97M-V/def2-TZVPD) of a cluster of 2 separate species, C4H9O in total.

Properties
- Net charge: -1
- Highest occupied orbital energy: -1.8 eV
- Energy relative to the best compared isomer or geometry (same formula, charge and spin): 193.4 kJ/mol
- Electronic energy: -6338.765 eV

Each line ends with the Mulliken charge.
Element x y z (Å)
C (2.01, 0.33, -0.28)  0.14
O (2.76, 0.66, 0.77)  -0.92
C (1.02, -0.86, -0.31)  -0.98
C (0.54, 0.62, -0.22)  -0.10
C (-0.27, 1.02, -1.48)  -1.30
H (2.54, 0.39, -1.25)  0.23
H (-4.88, -1.40, 4.09)  0.00
H (1.35, -1.55, 0.46)  0.43
H (0.99, -1.31, -1.30)  0.18
H (-4.80, -2.12, 4.02)  0.00
H (0.15, 0.85, 0.76)  0.40
H (0.38, 1.45, -2.23)  0.30
H (-1.00, 1.78, -1.20)  0.32
H (-0.80, 0.14, -1.83)  0.31

Record 6
The following is a DFT calculation (ωB97M-V/def2-TZVPD) of a structure of composition C16H24F4MgN2O.

Properties
- Highest occupied orbital energy: -7.6 eV
- Energy relative to the best compared isomer or geometry (same formula, charge and spin): 0.0 kJ/mol
- Electronic energy: -38325.519 eV

Each line ends with the Mulliken charge.
Element x y z (Å)
Mg (-0.20, 0.30, -0.07)  0.04
C (1.25, 1.98, 2.60)  -1.35
C (1.57, 0.52, 2.33)  -0.45
N (0.41, -0.30, 1.87)  0.56
C (-0.63, -0.29, 2.93)  -0.65
C (-1.89, -1.10, 2.63)  -1.13
C (0.89, -1.69, 1.59)  -1.05
C (0.02, -2.50, 0.60)  -0.79
N (-0.58, -1.59, -0.35)  -0.39
C (-1.64, -1.93, -1.12)  0.27
C (-2.40, -0.88, -1.65)  0.52
F (-2.00, 0.40, -1.27)  -0.31
C (-3.50, -1.03, -2.45)  -0.12
F (-4.15, 0.05, -2.89)  -0.30
C (-3.95, -2.30, -2.78)  -0.49
C (-3.23, -3.36, -2.27)  0.12
F (-3.62, -4.61, -2.56)  -0.31
C (-2.12, -3.20, -1.46)  0.36
F (-1.47, -4.30, -1.03)  -0.33
H (2.19, 2.53, 2.70)  0.40
H (0.69, 2.13, 3.51)  0.44
H (0.71, 2.43, 1.75)  0.16
H (2.00, 0.06, 3.22)  0.47
H (2.32, 0.47, 1.53)  0.26
H (-0.92, 0.74, 3.11)  0.43
H (-0.18, -0.66, 3.86)  0.35
H (-2.30, -0.87, 1.64)  0.20
H (-2.64, -0.87, 3.37)  0.42
H (-1.71, -2.18, 2.66)  0.23
H (0.99, -2.23, 2.54)  0.30
H (1.89, -1.58, 1.18)  0.50
H (-0.73, -3.09, 1.14)  0.39
H (0.69, -3.23, 0.13)  0.56
H (-4.81, -2.45, -3.42)  0.49
C (1.56, 2.06, -2.97)  -1.76
C (1.80, 2.24, -1.47)  1.94
C (1.62, 3.72, -1.11)  -1.57
C (3.22, 1.80, -1.12)  -1.56
O (0.89, 1.47, -0.76)  -0.11
H (2.26, 2.65, -3.57)  0.41
H (0.54, 2.37, -3.22)  0.38
H (1.68, 1.00, -3.24)  0.37
H (2.32, 4.36, -1.66)  0.39
H (1.79, 3.86, -0.03)  0.29
H (0.60, 4.03, -1.34)  0.37
H (3.97, 2.35, -1.70)  0.44
H (3.34, 0.73, -1.32)  0.35
H (3.42, 1.98, -0.06)  0.25